A structure of composition C4Ag4O12 at a distorted geometry, computed with the ωB97M-V functional and the def2-TZVPD basis.

CARTESIAN COORDINATES (ANGSTROEM)
Ag (0.98691, -2.08621, 1.95518)
Ag (-0.29342, -0.66778, -2.61783)
Ag (-1.51922, 1.60059, 1.78217)
Ag (-0.29869, -0.25604, 0.13478)
C (-2.31162, 1.63887, -1.18986)
O (-3.02196, 2.47731, -1.86332)
O (-1.13181, 1.31064, -1.56373)
O (-2.69701, 1.00319, -0.19034)
C (-1.40667, -2.61067, 0.71488)
O (-1.51679, -2.26305, -0.47867)
O (-0.83020, -3.69951, 1.10684)
O (-1.58420, -1.93501, 1.81938)
C (1.34284, 2.15963, 0.97845)
O (0.95616, 2.75979, -0.03468)
O (0.83359, 1.07890, 1.49688)
O (2.40304, 2.72949, 1.56956)
C (2.49921, -0.82479, -0.88599)
O (3.78125, -0.71293, -0.92071)
O (1.90763, -1.62651, -0.07073)
O (1.90095, -0.07589, -1.74226)

Output
Electronic energy ... -44701.9499 eV
HOMO level ... 5.8 eV
F_max ... 5.64 eV/A
Net charge ... -4
Orbital gap ... 3.9 eV

Atomic partial charges in e from the Mulliken method, atoms 1 to 5: 0.63, 0.49, 0.29, 1.99, 0.70

=====

An isolated molecule of C4H10NO2P at a distorted geometry, computed with the ωB97M-V functional and the def2-TZVPD basis.

CARTESIAN COORDINATES (ANGSTROEM)
O (-2.62589, -1.24430, 0.01805)
P (-1.73369, 0.06332, -0.54976)
O (-2.52689, 1.27905, 0.10563)
C (-0.34068, 0.13016, 0.70397)
C (1.01246, 1.28916, 0.35516)
C (1.73324, 0.37238, -0.61957)
C (1.14422, -1.02057, -0.55180)
N (0.30519, -1.14236, 0.59386)
H (-2.28312, -2.08427, -0.27394)
H (-3.41681, 1.63530, -0.14767)
H (-0.83637, 0.32847, 1.72559)
H (1.38398, 1.37548, 1.39174)
H (0.63387, 2.18804, -0.09668)
H (1.62691, 0.72164, -1.68969)
H (2.85732, 0.49070, -0.54213)
H (0.49170, -1.19249, -1.40344)
H (1.88231, -1.87122, -0.59345)
H (0.69224, -1.31849, 1.57411)

Output
SMILES string ... OP(O)[C@@H]1CCCN1
Electronic energy ... -19183.4955 eV
HOMO level ... -8.0 eV
F_max ... 4.47 eV/A
Orbital gap ... 8.9 eV

Atomic partial charges in e from the Mulliken method, atoms 1 to 5: -0.49, 0.00, -0.42, -0.17, -0.69

=====

A cluster of 2 separate species, C6H14N5 in total at a distorted geometry, computed with the ωB97M-V functional and the def2-TZVPD basis.

CARTESIAN COORDINATES (ANGSTROEM)
C (-0.77098, 3.21444, -0.86505)
C (0.38696, 1.76176, 0.83924)
N (-0.70365, 2.39147, 0.31169)
N (1.58976, 1.72563, 0.06709)
N (0.28539, 1.01017, 2.10537)
H (-1.64374, 2.04901, 0.57116)
H (1.74949, 2.47430, -0.66581)
H (2.49765, 1.64235, 0.57955)
H (-0.56966, 0.63487, 2.29383)
H (1.07497, 0.30835, 2.32908)
H (-0.21277, 2.81549, -1.66234)
H (-0.73360, 4.22273, -0.81683)
H (-1.81482, 2.97089, -1.38873)
C (-0.54124, -1.30160, -1.97310)
C (0.79446, -1.83429, 0.31602)
C (-0.21586, -2.10010, -0.73852)
C (-0.65844, -3.62110, 0.91910)
N (0.52663, -2.87582, 1.28812)
N (-1.19755, -2.96286, -0.16926)
H (1.63790, -1.22747, 0.56890)
H (1.22666, -3.22744, 1.94059)
H (0.31502, -0.70433, -2.29215)
H (-1.44412, -0.75003, -1.98597)
H (-0.87757, -4.56051, 1.22248)
H (-0.70089, -2.05592, -2.79445)

Output
Electronic energy ... -13891.0404 eV
HOMO level ... -11.3 eV
F_max ... 8.94 eV/A
Net charge ... +1
Orbital gap ... 7.7 eV

Atomic partial charges in e from the Mulliken method, atoms 1 to 5: -1.06, 0.63, -0.15, -0.42, -0.46

=====

A structure of composition C23H15AsN4O10RuS, computed with the ωB97M-V functional and the def2-TZVPD basis.

CARTESIAN COORDINATES (ANGSTROEM)
Ru (-0.52953, -0.80020, 0.20494)
O (-0.20564, -1.12231, 4.16300)
C (-0.54053, -1.02930, 2.99961)
O (0.11687, -0.38226, 2.07792)
C (-1.87901, -1.56256, 2.52487)
C (-2.75634, -2.23271, 3.34628)
C (-3.99727, -2.58060, 2.82511)
C (-4.33495, -2.17370, 1.54333)
C (-3.42137, -1.46655, 0.77728)
N (-2.19763, -1.24339, 1.26080)
C (-3.84864, -0.80812, -0.55405)
O (-4.88598, -1.24736, -1.06170)
O (-3.12703, 0.16399, -0.89532)
H (-2.44933, -2.46164, 4.35618)
H (-4.70417, -3.13883, 3.42601)
H (-5.30029, -2.36735, 1.09863)
O (-1.55362, -3.24815, -3.62871)
As (-0.96731, -3.19335, -1.96289)
O (-1.81007, -4.22655, -1.03013)
O (-0.97452, -1.53934, -1.61913)
C (0.87677, -3.64395, -2.36311)
C (1.12644, -4.40155, -3.50251)
C (2.42540, -4.72085, -3.86768)
C (3.49274, -4.28708, -3.10035)
C (3.26214, -3.54028, -1.95702)
C (1.95955, -3.22069, -1.59534)
S (1.76514, -2.28148, -0.10000)
O (2.94121, -2.50262, 0.67950)
O (1.52450, -0.85974, -0.47564)
O (0.47377, -2.74399, 0.49726)
H (-2.51790, -3.19917, -3.58740)
H (0.29292, -4.72823, -4.10828)
H (2.60067, -5.31211, -4.75788)
H (4.50758, -4.53624, -3.38337)
H (4.07761, -3.21528, -1.32621)
N (3.70199, 8.59271, 2.52737)
C (3.12612, 7.68261, 2.12634)
C (2.40063, 6.54451, 1.62131)
C (2.16230, 6.42496, 0.25492)
C (1.46662, 5.33495, -0.23299)
C (0.99222, 4.36970, 0.64700)
C (1.22331, 4.48706, 2.01346)
C (1.93515, 5.56807, 2.49762)
N (0.27195, 3.26306, 0.15092)
C (-0.56751, 3.23011, -0.96177)
C (-1.04315, 1.96484, -1.04382)
N (-0.49566, 1.23302, -0.01369)
C (0.27490, 2.01891, 0.68440)
H (2.53660, 7.18003, -0.42254)
H (1.30853, 5.21927, -1.29623)
H (0.83474, 3.74181, 2.69374)
H (2.11935, 5.66577, 3.55856)
H (-0.78530, 4.10988, -1.53871)
H (-1.76516, 1.51500, -1.70412)
H (0.86019, 1.70730, 1.53421)

Output
⟨S²⟩ ... 0.75
Electronic energy ... -124789.6352 eV
HOMO level (alpha / beta) ... -5.9 / -6.0 eV
Spin multiplicity ... 2
F_max ... 0.77 eV/A
Net charge ... -1
Orbital gap (alpha / beta) ... 7.4 / 7.4 eV

Atomic partial charges in e from the Mulliken method, atoms 1 to 5: 0.92, -0.73, 0.34, -0.40, 0.50